Computed, not measured: 2 unconnected molecules or ions with the total composition C5H16NSi at a distorted geometry, with ωB97M-V with the def2-TZVPD basis set.

* HOMO energy: -12.237 eV
* net charge: +1
* orbital gap: 5.8 eV
* largest force on an atom: 1.91 eV/Å
* energy: -544.00213 a.u.

Atoms and positions in Å:
C  -2.04878  -1.78498  0.13195
C  1.50370  1.52565  0.66675
C  1.19926  0.34109  -1.40998
C  -1.73045  -0.33686  0.55974
C  2.29799  -0.71342  0.45375
N  1.27002  0.23513  0.03887
Si  -2.88336  0.91586  -0.22602
H  -1.32919  -2.46348  0.58002
H  -3.04023  -2.08704  0.45903
H  -1.99403  -1.90208  -0.94648
H  1.46363  1.40489  1.74778
H  2.48546  1.93434  0.40128
H  0.73811  2.23484  0.35755
H  0.93462  -0.62837  -1.82989
H  0.43381  1.06765  -1.68552
H  2.14947  0.66070  -1.85238
H  -0.65463  -0.12644  0.32388
H  -1.78708  -0.26733  1.65319
H  2.29335  -0.80790  1.53551
H  3.29403  -0.39970  0.12314
H  -3.08444  2.22928  0.37369
H  -3.59432  0.65523  -1.46892
H  2.08306  -1.68705  0.01304